A molecular structure, C32H37I2N3O3PS2TeTi. Source: OMol25; level of theory: wB97M-V/def2-TZVPD.

The charge is 0. Its expectation value of S² is 0.757. As for the spin multiplicity: 2. Its LUMO energy (spin up / spin down) is -0.19 / -0.78 eV. The calculation puts the HOMO-LUMO gap (spin up / spin down) at 6.33 / 6.71 eV.

Last column: Mulliken spin population.
Positions of all 82 atoms, in Å:
Ti: 0.135767 0.115439 1.938721  0.08
I: 2.953445 -1.866577 0.123228  0.00
C: 4.009192 -0.271238 0.997739  0.01
C: 5.287387 -0.075156 0.550130  0.00
C: 6.125723 0.857380 1.185809  0.00
C: 5.684769 1.526434 2.289077  0.00
C: 4.371403 1.341914 2.772814  0.00
C: 3.950399 2.015125 3.956698  0.00
C: 2.699970 1.836599 4.459592  0.00
C: 1.806045 1.028954 3.724288  0.00
C: 2.113426 0.413234 2.544995  0.01
C: 3.469530 0.470941 2.087975  -0.01
H: 5.664540 -0.660640 -0.276850  0.00
H: 7.130236 1.008351 0.812351  0.00
H: 6.338955 2.210027 2.817509  0.00
H: 4.660227 2.664083 4.456987  0.00
H: 2.375412 2.323259 5.368723  0.00
H: 0.798851 0.950917 4.139833  0.00
S: -1.590455 -0.142313 0.168371  0.06
C: -1.365768 1.230633 -0.842519  0.27
N: -2.404971 1.754982 -1.535120  0.16
C: -2.195629 2.948710 -2.333224  0.00
C: -0.823928 2.905948 -2.964017  0.02
N: 0.170188 2.739155 -1.920482  0.15
C: 1.499678 3.268730 -2.196357  -0.02
C: 2.171685 2.562778 -3.353916  0.00
C: 2.499240 1.210667 -3.262470  0.00
C: 3.090636 0.559708 -4.333684  0.00
C: 3.364810 1.251216 -5.507821  0.00
C: 3.044214 2.596121 -5.605088  0.00
C: 2.447558 3.245849 -4.531991  0.00
C: -0.073102 1.804004 -0.962297  0.21
S: 1.182792 1.298167 0.096593  0.05
C: -3.762969 1.236359 -1.477701  -0.03
C: -4.130160 0.491426 -2.740592  0.01
C: -3.363566 -0.596382 -3.153941  0.00
C: -3.684296 -1.278514 -4.316662  0.00
C: -4.776231 -0.882767 -5.080895  0.00
C: -5.541980 0.199275 -4.676386  0.00
C: -5.216277 0.884085 -3.511757  0.00
H: -2.292685 3.840668 -1.704881  0.00
H: -2.958765 2.978916 -3.111800  0.00
H: -0.623464 3.840416 -3.488900  0.00
H: -0.767050 2.087396 -3.691448  0.00
H: 2.094797 3.179115 -1.290565  0.00
H: 1.392362 4.331582 -2.425571  0.00
H: 2.295672 0.667128 -2.346236  0.00
H: 3.343921 -0.489390 -4.249900  0.00
H: 3.828663 0.742325 -6.342924  0.00
H: 3.255241 3.141522 -6.516000  0.00
H: 2.197109 4.298353 -4.611309  0.00
H: -4.444252 2.077452 -1.327114  0.00
H: -3.838610 0.588739 -0.606870  0.00
H: -2.510852 -0.905998 -2.559341  0.01
H: -3.082805 -2.122560 -4.628907  0.00
H: -5.025727 -1.415797 -5.989124  0.00
H: -6.391340 0.516134 -5.267872  0.00
H: -5.816436 1.731672 -3.199060  0.00
N: 1.865817 -1.697652 5.313681  0.00
H: 1.869216 -2.101244 6.242979  0.00
H: 2.546397 -0.946542 5.311678  0.00
H: 2.195506 -2.401700 4.663450  0.00
C: -4.051870 -4.047097 1.391315  0.00
C: -2.945983 -3.021953 1.310526  0.00
O: -1.857372 -3.469180 2.143881  0.00
P: -0.871425 -2.488943 2.908479  0.00
O: 0.122026 -1.841089 1.946517  0.01
Te: -1.848775 -0.608196 3.938124  0.00
O: -0.055322 -3.529037 3.773015  0.00
C: -0.535955 -3.980174 5.054687  0.00
C: -1.483824 -5.152270 4.915982  0.00
H: -4.867670 -3.759267 0.727300  0.00
H: -4.440814 -4.114600 2.407692  0.00
H: -3.685535 -5.028231 1.088797  0.00
H: -3.287846 -2.043200 1.652427  0.00
H: -2.570302 -2.920567 0.292499  0.00
H: -1.003768 -3.139252 5.571761  0.00
H: 0.357899 -4.261860 5.607474  0.00
H: -2.414629 -4.850883 4.437255  0.00
H: -1.714317 -5.552550 5.904133  0.00
H: -1.025256 -5.939585 4.317917  0.00
I: -1.068722 2.630517 2.528595  -0.01

Cartesian forces, eV/Å:
Ti -0.1 0.8 0.0
I 0.1 0.2 0.0
C -0.2 -0.1 0.0
C 0.0 0.0 0.0
C 0.0 0.0 0.0
C 0.0 0.0 0.0
C -0.2 -0.2 -0.1
C 0.0 0.0 0.0
C 0.4 0.0 -0.2
C -0.6 0.0 0.0
C 0.2 -0.4 -0.2
C 0.2 0.2 0.0
H 0.0 0.0 0.0
H 0.0 0.0 0.0
H 0.0 0.0 0.0
H 0.0 0.0 0.0
H 0.0 0.0 0.0
H -0.1 0.0 -0.1
S 0.2 0.1 0.0
C 0.0 0.0 0.0
N 0.1 -0.1 0.0
C 0.0 0.0 0.0
C 0.0 0.0 0.0
N -0.1 0.0 0.1
C 0.0 -0.1 0.0
C 0.0 0.0 0.0
C 0.0 0.0 0.0
C 0.0 0.0 0.0
C 0.0 0.0 0.0
C 0.0 0.0 0.0
C 0.0 0.0 0.0
C 0.0 -0.1 0.0
S -0.1 0.0 0.2
C 0.0 0.0 0.0
C 0.0 0.0 0.0
C 0.0 0.0 0.0
C 0.0 0.0 0.0
C 0.0 0.0 0.0
C 0.0 0.0 0.0
C 0.0 0.0 0.0
H 0.0 0.0 0.0
H 0.0 0.0 0.0
H 0.0 0.0 0.0
H 0.0 0.0 0.0
H 0.0 0.0 0.0
H 0.0 0.0 0.0
H 0.0 0.0 0.0
H 0.0 0.0 0.0
H 0.0 0.0 0.0
H 0.0 0.0 0.0
H 0.0 0.0 0.0
H 0.0 0.0 0.0
H 0.0 0.0 0.0
H 0.0 0.0 0.0
H 0.0 0.0 0.0
H 0.0 0.0 0.0
H 0.0 0.0 0.0
H 0.0 0.0 0.0
N 0.0 0.0 0.1
H 0.1 -0.1 0.0
H 0.0 0.0 0.0
H 0.0 0.0 0.0
C 0.1 0.0 0.0
C -0.1 0.0 -0.1
O 0.0 0.0 0.1
P -0.2 -0.3 0.4
O 0.3 0.0 -0.2
Te 0.0 0.0 0.0
O 0.0 0.1 0.0
C 0.0 -0.1 0.1
C 0.0 0.0 0.0
H 0.0 0.0 0.0
H 0.0 0.0 0.0
H 0.0 0.0 0.0
H 0.0 0.0 0.0
H 0.0 0.0 0.0
H 0.0 0.0 0.0
H 0.0 0.0 0.0
H 0.0 0.0 0.0
H 0.0 0.0 0.0
H 0.0 0.0 0.0
I 0.0 -0.1 -0.1